Entry 1:
54
Properties=species:S:1:pos:R:3:mulliken_charge:R:1 method="wB97M-V/def2-TZVPD" de_lowest_kj_mol=0.0 total_charge=0 homo_lumo_gap_ev=6.81
C -0.5146 -2.4272 0.2438 -0.96
H -4.0182 5.3109 0.1625 0.37
H -0.7770 -6.3570 0.3927 0.39
C -1.6038 -3.0943 0.8311 -0.01
C -2.4418 3.8681 -0.0567 -0.76
N 2.8272 -2.6245 0.1716 0.06
C -0.6983 -5.2783 0.3631 -0.56
C 4.1058 -2.2384 -0.4582 -0.80
N -2.7931 0.3086 -0.6970 -0.35
H 4.3820 0.8746 -0.4992 0.21
C 3.7987 1.7529 -0.2562 -0.34
H -5.8445 -1.0703 -0.8275 0.38
C 2.3709 1.6059 -0.2622 0.20
C 2.3148 3.9872 0.3622 -0.54
H -3.4124 -1.5850 -1.0950 0.57
O 1.8498 0.4763 -0.5096 -0.47
H 3.9581 -1.2559 -0.9017 0.29
H -2.4097 -2.5120 1.2661 0.49
H 1.5620 -1.6201 -1.1412 0.21
C 1.7130 -2.6608 -0.8613 -0.85
C -2.0685 2.5504 -0.2048 0.57
H -0.0986 3.8907 0.5090 0.24
C -3.1186 1.5883 -0.3905 0.40
H -1.6967 4.6470 -0.0051 0.33
C 2.5036 -1.7215 1.3107 -0.77
H 3.3276 -1.7636 2.0201 0.35
C -5.1093 -0.2884 -0.7042 -0.76
C -3.7382 -0.5814 -0.8448 -0.32
N -0.7284 2.0880 -0.2416 -0.19
C -1.6994 -4.4775 0.8980 -0.61
C -4.7928 3.3458 -0.0576 -0.85
C -3.7896 4.2628 0.0263 -0.97
H 5.5118 2.9891 0.0038 0.42
H 4.8868 -2.1990 0.2979 0.34
H 2.3613 -0.7227 0.8961 0.34
C -5.4669 0.9980 -0.4336 -0.62
H 1.5731 -2.0582 1.7587 0.35
Br 4.5605 5.7052 0.7196 -0.25
H -5.8316 3.6373 0.0233 0.37
H 2.8965 -3.5743 0.5417 0.37
H 2.1204 -3.2273 -1.7016 0.61
Ag -0.5049 -0.2678 -0.1279 -0.43
H 4.3570 -2.9637 -1.2287 0.37
C 0.3946 -4.6687 -0.2260 -0.51
H 1.1727 -5.2803 -0.6753 0.33
C 0.1957 2.9151 0.1149 0.33
H -2.5623 -4.9381 1.3643 0.39
C -4.4696 1.9899 -0.2838 1.31
C 1.6273 2.7922 0.0582 0.17
H 1.7367 4.8690 0.6099 0.43
C 4.4318 2.9295 0.0219 -0.54
H -6.5073 1.2823 -0.3355 0.39
C 3.6780 4.0669 0.3360 -0.31
C 0.4781 -3.2757 -0.2763 1.20


Entry 2:
18
Properties=species:S:1:pos:R:3:mulliken_charge:R:1 method="wB97M-V/def2-TZVPD" spin_multiplicity=2 de_lowest_kj_mol=101.0 total_charge=-1 s2=0.750 homo_lumo_gap_ev="2.64 / 7.57"
H -0.0289 0.7345 3.5565 1.20
H -0.7168 0.8585 -1.8062 0.57
C -0.0368 0.6497 -0.9598 -1.38
H 2.2183 0.9917 -2.3430 0.26
H -1.5309 -1.6525 -0.4507 0.06
H 0.4601 1.6600 1.2835 0.16
N -0.2739 0.2554 2.7063 -0.54
H -2.6956 -0.5810 0.0665 0.49
H -1.7940 -1.2786 1.3345 0.86
C 1.9988 -0.0807 -2.2841 -0.80
H 0.8167 -1.4000 -1.2451 0.39
C -0.6688 0.1939 0.3403 2.90
C 0.9404 -0.3523 -1.5038 0.02
H 0.5532 1.5539 -0.7803 0.20
H 2.8601 -0.6982 -2.4854 0.33
C -1.6688 -0.8958 0.3237 -2.92
H -0.2618 -0.7564 2.8009 0.65
C -0.1713 0.7978 1.4462 -3.44


Entry 3:
94
Properties=species:S:1:pos:R:3:mulliken_charge:R:1 method="wB97M-V/def2-TZVPD" de_lowest_kj_mol=0.0 total_charge=+4 homo_lumo_gap_ev=5.12
H 2.2275 1.9098 -0.0024 0.34
H 0.4679 -1.1320 5.0523 0.42
C -1.8430 -3.6187 -1.0611 -0.56
C -6.3277 3.1717 3.0024 -0.51
H 3.6637 3.0881 -3.4499 0.47
H -0.4917 1.0966 -3.5271 0.66
C -5.4718 4.2202 3.3160 -0.76
C -4.0282 4.7725 -4.6106 -0.54
H -7.1640 2.9518 3.6534 0.45
C -3.2738 4.4357 -1.9844 0.75
N 1.7662 -0.1161 0.0002 2.46
C 1.5333 0.4472 -3.3873 0.54
C 1.6825 0.5492 3.3517 0.61
C -2.6845 4.8935 -4.2596 -0.76
H -1.9515 -4.0313 2.3259 0.65
Sb -2.7781 4.3732 0.0071 1.62
N -0.3839 -0.3563 -2.0188 0.51
H -1.1398 -0.3577 5.0291 0.32
H 3.9209 3.0968 3.2676 0.46
C -4.6222 4.3035 -2.3306 -0.52
H -4.3253 4.9185 -5.6411 0.45
C 3.5738 -1.6736 -0.0054 -1.50
C 2.2221 -1.3781 0.0009 -0.35
H -6.8179 1.6046 1.6163 0.45
C -1.8103 -3.5557 1.3641 -0.52
C 3.9963 0.6851 -0.0144 -0.84
H -6.0336 4.4034 -3.9364 0.45
C -2.1010 -4.2195 0.1698 -0.54
H -0.3150 1.2766 3.5353 0.71
C 2.4637 -0.5841 -3.4900 0.02
C 1.9741 1.7667 -3.3475 -0.44
C 2.5731 -0.5203 3.4094 0.01
H -3.7593 5.3529 2.7145 0.48
N -0.3063 -0.2580 2.1055 0.53
C -6.1325 2.4073 1.8530 -0.68
C -1.3057 -2.2750 1.2771 0.15
C -0.4659 -0.9329 -4.3083 -0.68
C 2.1743 1.8481 3.2772 -0.51
S -0.9719 2.3426 -0.0096 -0.17
C -0.2693 6.9294 2.3948 -0.75
C -0.0422 8.0068 1.5394 -0.55
C 0.0511 0.1678 -3.3507 -0.79
C -4.2206 3.7477 1.3259 0.78
C 2.6358 0.9088 -0.0071 -0.72
C 3.9402 -0.2877 3.4108 -0.88
H -1.2542 4.8441 -2.6674 0.52
C 3.3286 2.0591 -3.4366 -0.81
O -0.9529 -2.0024 -3.4135 -0.43
H 0.5296 8.8556 1.8915 0.45
C -1.0092 5.8474 1.9598 -0.58
C -0.8211 -1.4144 2.3759 0.22
C 4.2489 1.0278 -3.5551 -0.64
C -0.5479 8.0102 0.2453 -0.80
C -0.3108 -0.7126 4.4238 -0.71
H 5.5409 -0.8060 -0.0186 0.60
H -2.4995 -5.2263 0.2005 0.53
H -0.3751 8.8576 -0.4042 0.45
H -1.6958 6.9479 -1.2138 0.48
H 0.2953 -1.3690 -4.9461 0.41
C -4.4071 4.5166 2.4802 -0.49
H 5.4920 1.1930 3.3965 0.49
H 4.6295 -1.1188 3.4892 0.51
H 0.1226 6.9485 3.4027 0.47
H -2.0110 -4.1416 -1.9937 0.64
C -0.8915 -1.5302 -2.2098 0.23
I 4.1920 -3.6502 -0.0004 0.25
H -1.1972 5.0163 2.6307 0.46
C 4.4253 1.0143 3.3567 -0.70
H 1.2486 2.5728 -3.3050 0.50
C -5.0788 2.6899 1.0054 -0.60
H 4.6729 1.5282 -0.0196 0.55
C 3.5435 2.0826 3.2847 -0.78
H 5.3026 1.2516 -3.6598 0.49
C 0.1917 0.3227 3.3898 -0.85
H 4.5355 -1.0953 -3.6872 0.50
C -1.5188 5.8569 0.6554 0.86
C -1.2863 6.9310 -0.2108 -0.50
H 2.1433 -1.6204 -3.5418 0.51
C -2.2968 4.7277 -2.9432 -0.56
H -5.6413 4.8158 4.2029 0.45
C 4.4749 -0.6160 -0.0135 -0.36
H -1.9488 5.1371 -5.0144 0.48
C 3.8174 -0.2934 -3.5725 -0.93
H -5.3807 4.0999 -1.5841 0.47
C -1.3363 -2.3327 -1.0543 0.18
Mo -0.2949 0.2963 0.0277 -0.44
H 1.4863 -2.1716 0.0090 0.76
C -4.9924 4.4805 -3.6539 -0.74
H -1.3235 -0.6226 -4.8983 0.32
H 1.4838 2.6855 3.2636 0.48
H -4.9403 2.1066 0.1022 0.49
N -1.1168 -1.6751 0.0922 0.33
O -0.8489 -1.8187 3.6035 -0.43
H 2.2128 -1.5423 3.4864 0.53


Entry 4:
65
Properties=species:S:1:pos:R:3:mulliken_charge:R:1 method="wB97M-V/def2-TZVPD" de_lowest_kj_mol=112.2 total_charge=+1 homo_lumo_gap_ev=6.47
O 0.6822 0.2390 2.8883 -0.58
H -3.9150 3.1388 -0.3806 0.43
C 5.4652 -1.0612 5.3804 -0.32
H 1.6330 -0.0764 -4.8127 0.33
O 0.0138 1.1182 -4.7157 -0.41
H 0.2847 1.8538 1.2593 0.31
C -0.8984 1.5446 -1.1693 -0.11
C 1.6336 -1.2569 1.3279 -0.90
H -1.1634 0.1517 0.5378 0.40
C -3.2493 -1.8651 1.5123 0.18
C 3.3408 -0.3201 4.5218 0.37
O -3.5118 -2.0685 2.8051 -0.50
C -3.9686 -0.9277 0.7619 -0.06
H -2.2956 -1.4157 -2.2200 0.50
C -0.3637 0.5477 -0.1259 -0.99
C -4.3977 0.2976 -1.3619 -0.09
H 3.6003 0.7109 6.4167 0.34
H 1.9025 1.7064 -6.5507 0.30
H 5.6174 -2.5402 6.9414 0.40
H -2.4109 -0.0630 -4.8470 0.05
H 0.5625 1.0187 -7.4608 0.27
H -1.4524 3.0080 0.3655 0.30
H -3.4852 1.6718 0.4857 0.18
O 4.6784 -0.7053 4.2549 -0.43
H -1.0979 -3.0397 -0.7470 0.42
H 3.9625 -2.0277 6.6180 0.25
C -3.6065 -0.7746 -0.5849 0.57
H -1.4521 0.9512 -1.9204 -0.25
H 1.3672 -1.9875 2.1082 0.30
H 2.7768 -1.1636 4.9378 0.25
C -1.9221 -2.4414 -0.3564 -0.60
H -1.6130 2.3053 -4.6494 0.30
H 0.0615 -0.3224 -0.6590 0.32
H 0.2363 -0.7166 -5.6568 0.30
H -1.7586 -0.1430 -6.4802 0.33
O -3.8553 1.5197 -1.6257 -0.31
N 0.7235 1.0912 0.7385 -0.22
H -3.0642 0.9854 -6.1230 0.40
C 4.9233 -2.2530 6.1507 -1.01
H 5.6020 -0.1973 6.0385 0.30
H 3.7984 1.7343 4.9997 0.35
H -1.7555 -3.2148 1.5385 0.33
C -2.5689 -1.5457 -1.1709 -0.30
C 1.3564 0.7834 -6.7497 -1.10
H 6.4518 -1.3120 4.9887 0.34
N -2.2626 -2.5592 0.9459 0.13
C 3.2218 0.9041 5.4114 -1.25
H -0.8752 2.2100 -6.2346 0.38
H 4.7730 -3.1052 5.4856 0.28
C -3.3290 2.2060 -0.4678 -0.32
H -1.8270 3.4747 -1.3124 0.41
C -1.8449 2.6321 -0.5966 -0.79
H 2.1780 1.2080 5.5005 0.37
H -4.7734 -0.3144 1.1739 0.47
C -2.1539 0.5372 -5.7240 -0.89
H 1.2676 -1.6559 0.3700 0.26
O -5.4913 0.0311 -1.7766 -0.48
H -0.0546 2.0347 -1.6786 0.51
H 2.0293 0.0708 -7.2278 0.40
C -1.1489 1.6155 -5.3573 -0.35
C 0.8012 0.2018 -5.4621 -0.31
H 2.8939 -0.0969 3.5580 -0.34
C 0.9844 0.0912 1.7227 0.86
H -3.9861 -1.2780 3.1097 0.37
H 2.7297 -1.1457 1.3505 0.32


Entry 5:
85
Properties=species:S:1:pos:R:3:mulliken_charge:R:1 method="wB97M-V/def2-TZVPD" smiles="O=C(Cl)C[C@@]1(CCO)OS(=O)(=O)O[C@]1(CCCCO)Cc1ccccc1.CN(C)C=O.CN(C)C=O.CN(C)C=O" total_charge=0 homo_lumo_gap_ev=8.42
H -5.2819 -4.6101 -0.5436 0.29
H 5.7676 -2.1363 4.5608 0.34
H -5.2238 2.9979 -1.2664 0.48
C -4.7018 2.0162 -0.8312 -0.64
C 7.2916 -0.8841 2.0813 -0.81
C -4.4859 -3.7440 -0.6386 -0.34
H -2.7957 0.4713 4.2796 0.26
C -2.1847 -0.5158 4.4280 -0.30
H -5.0144 1.1522 -1.5796 0.32
H 9.2493 0.7664 1.0548 0.33
H -1.3513 0.4035 -2.2327 0.05
C 5.1900 -1.4469 5.1824 -1.00
H 4.0616 -3.0367 3.4791 0.29
C -2.0453 1.2681 -0.1241 -0.34
H -3.1313 4.0924 -2.2538 0.48
O 2.0917 -2.5962 3.7008 -0.56
H 0.4100 -0.0623 -6.4419 0.33
H 0.6214 0.9377 -8.4032 0.30
H -1.7225 -0.4926 5.5045 0.25
H 0.0613 -0.6637 4.0077 -0.29
H -2.1218 1.5405 -3.9673 0.03
H 6.9449 -1.9215 2.1140 0.27
H 2.1478 -1.3587 6.1943 0.29
H -2.7548 1.6487 2.1224 0.56
C 9.2907 -1.3993 3.3745 0.09
C -2.6896 0.3857 -7.7498 -0.82
H -0.4576 1.4439 2.7209 0.36
H -4.0163 3.8271 -4.3478 0.34
O -3.0033 3.4905 0.1645 -0.47
C 3.2749 -2.4471 3.9786 0.05
H 5.3684 -1.6780 6.2365 0.36
H -0.7319 2.0362 -8.7762 0.33
H -3.1434 0.9350 -6.9195 0.16
H 6.9972 -0.4272 1.1326 0.39
H -1.4374 3.2216 -2.2538 0.11
H -5.8117 -2.5329 -2.4033 0.29
S -1.3287 3.6482 0.6000 1.24
H 6.8377 -0.3349 2.9116 0.18
C -1.4300 0.0533 -1.0956 -0.72
O -1.4333 3.8992 2.1228 -0.57
C -0.9459 -0.7144 3.3720 0.30
N 8.7315 -0.8639 2.2343 0.13
H -0.3021 -0.1634 -0.7700 0.49
C -2.2562 0.7931 1.4558 -0.28
O -1.3118 -0.6364 -5.5312 -0.60
N 3.7720 -1.5630 4.9116 0.18
H 0.0136 0.0735 1.4567 0.06
H 2.2858 -0.1085 4.9361 0.21
H -0.6242 0.4416 -9.5778 0.33
O -0.8124 2.1120 0.0259 -0.43
H -4.0137 1.6087 -3.5015 0.11
H -2.9865 -0.1353 1.5606 0.40
C -4.8406 -2.5517 -1.7456 -0.60
H -0.9307 -1.7881 2.8651 0.14
C -5.4072 1.7327 0.6192 0.25
C -3.0141 2.2133 -3.5518 0.05
O -3.0217 -1.7518 4.3456 -0.55
H -3.0363 -0.6516 -7.7170 0.30
C -0.8224 0.4440 2.2180 -0.59
C -0.6905 -0.1294 -6.4565 0.09
C -2.4083 -1.2680 -0.9240 0.02
H 10.3912 -1.3322 3.3891 0.26
H -1.0135 -2.4199 0.7805 0.43
Cl -6.1695 0.0271 0.9065 -0.17
H -3.9432 -0.4452 -2.6092 0.44
H -2.4245 -2.5585 4.2577 0.34
C -3.1009 -3.7182 0.2673 -0.54
C -3.0977 2.3334 -0.7867 1.06
H -2.9839 0.8427 -8.6984 0.37
C 9.5384 -0.2807 1.1825 -0.93
C -2.6143 3.0302 -2.1893 -0.49
H 10.6026 -0.3322 1.4278 0.30
N -1.2497 0.4060 -7.5967 0.13
H -2.8622 -4.5856 1.0175 0.29
O -3.2231 3.2521 -4.6147 -0.60
C -2.0038 -2.4733 0.1579 -0.27
C -3.7589 -1.3225 -1.8517 -0.16
O 8.6694 -1.9063 4.2998 -0.54
H 5.5071 -0.4215 4.9719 0.31
O -5.4995 2.5795 1.6473 -0.49
O -0.5997 4.9233 0.0964 -0.63
H 9.3570 -0.8283 0.2532 0.33
H 3.3864 -0.0773 6.3455 0.39
C -0.4428 0.9892 -8.6485 -0.93
C 2.8488 -0.7226 5.6455 -0.86